ORCA calculation (the ωB97M-V functional and the def2-TZVPD basis) on a molecular structure, C27H24F12N6O2PdS.

Summary:
Energy relative to the best compared isomer or geometry (same formula, charge and spin), kcal per mole: 2.16
Calculated total energy, Eh: -3246.68599
HOMO level (spin up / spin down), eV: -8.325 / -8.557
HOMO-LUMO gap (spin up / spin down), eV: 8.5654 / 5.9124
Lowest unoccupied orbital energy (spin up / spin down), eV: 0.24 / -2.64
Max |F|, eV/A: 0.31

Structure (ORCA input):
```
! RIJCOSX wB97M-V def2-TZVPD def2/J DEFGRID3
* xyz 0 5
Pd 0.5702 0.0511 -0.4527
C -0.0213 -6.9021 -2.0146
C -0.3207 -5.4831 -1.6365
C -1.3162 -5.1669 -0.7146
C -1.5484 -3.8611 -0.3628
C -0.7971 -2.7943 -0.9216
N -0.9900 -1.5394 -0.4779
C -2.1733 -1.1929 0.1807
C -3.3844 -1.4057 -0.4779
C -4.5773 -1.0083 0.0951
C -4.5932 -0.3953 1.3408
C -5.8673 0.0833 1.9683
C -3.3778 -0.1912 1.9939
C -2.1628 -0.5671 1.4418
C -0.8519 -0.4386 2.2249
O 0.2916 -0.6058 1.4880
C -0.7398 0.9488 2.9254
F -0.8827 1.9169 2.0146
F -1.6443 1.1639 3.8943
F 0.4661 1.0975 3.4913
C -0.8264 -1.5837 3.2755
F -0.9134 -2.7684 2.6492
F -1.8385 -1.5189 4.1507
F 0.3130 -1.5894 3.9783
C 0.2113 -3.1113 -1.8751
C 0.4193 -4.4398 -2.1961
C 1.0168 -2.0250 -2.6046
O 0.6579 -0.7275 -2.3415
C 0.8068 -2.1635 -4.1432
F 1.3641 -3.2787 -4.6570
F -0.4993 -2.2026 -4.4122
F 1.3356 -1.1327 -4.7992
C 2.5147 -2.1703 -2.2410
F 2.6618 -1.9022 -0.9187
F 3.2660 -1.2845 -2.9047
F 3.0539 -3.3764 -2.4511
H -0.8273 -7.5700 -1.7154
H 0.8951 -7.2433 -1.5278
H 0.1271 -6.9984 -3.0902
H -1.8985 -5.9561 -0.2558
H -2.2805 -3.6294 0.3965
H -3.3658 -1.8525 -1.4635
H -5.5052 -1.1634 -0.4412
H -6.7350 -0.4089 1.5311
H -5.9558 1.1607 1.8158
H -5.8673 -0.1002 3.0430
H -3.4060 0.2698 2.9700
H 1.1742 -4.7014 -2.9224
C 4.2363 1.6022 -1.9505
N 4.4565 0.8079 -0.7457
C 5.4536 -0.2446 -0.8963
C 3.6956 0.9343 0.3516
S 2.1828 1.7745 0.2896
N 4.1676 0.4558 1.5153
C 3.2884 0.2501 2.6632
C 5.5796 0.5351 1.8708
H 5.2056 1.9474 -2.3140
H 3.6052 2.4531 -1.7247
H 3.7579 0.9998 -2.7229
H 5.3619 -0.6481 -1.9028
H 5.2614 -1.0430 -0.1841
H 6.4725 0.1245 -0.7667
H 2.2877 -0.0201 2.3449
H 3.2362 1.1553 3.2728
H 3.7090 -0.5592 3.2605
H 6.1284 1.1236 1.1430
H 6.0381 -0.4508 1.9633
H 5.6506 1.0392 2.8357
N -0.7280 1.6016 -1.0672
C -1.8866 1.7528 -0.9015
N -3.1333 1.9480 -0.8675
C -3.7684 2.5138 0.1391
N -4.4181 2.9788 0.9761
*
```


ORCA calculation (the ωB97M-V functional and the def2-TZVPD basis) on a molecular structure, C27H24F3N4OS3Ti in a non-equilibrium geometry.

Summary:
Energy relative to the best compared isomer or geometry (same formula, charge and spin), kcal per mole: 0.00
Calculated total energy, Eh: -3681.30146
HOMO level, eV: -3.535
HOMO-LUMO gap, eV: 5.9691
Lowest unoccupied orbital energy, eV: 2.43
Max |F|, eV/A: 1.95

Structure (ORCA input):
```
! RIJCOSX wB97M-V def2-TZVPD def2/J DEFGRID3
* xyz -1 1
Ti -0.1039 -0.7715 -1.0083
C -4.2952 0.4425 0.1923
C -2.9937 -0.3032 0.0489
N -2.0181 0.1458 -0.6803
N -2.3717 1.3810 -1.2999
C -1.4860 1.8540 -2.1052
S 0.0697 1.2650 -2.5057
S -1.8807 3.3517 -2.9679
C -3.5138 3.7754 -2.3243
C -3.5161 4.6730 -1.1180
C -3.7422 6.0373 -1.2649
C -3.7438 6.8839 -0.1660
C -3.5141 6.3736 1.1031
C -3.2818 5.0133 1.2582
C -3.2804 4.1704 0.1590
C -2.8766 -1.5846 0.8099
C -4.0239 -2.1820 1.3493
C -3.9651 -3.3275 2.1203
C -2.7238 -3.8992 2.3878
C -1.5762 -3.3479 1.8629
C -1.6386 -2.2107 1.0458
O -0.5220 -1.7559 0.5180
H -4.1358 1.5144 0.1786
H -4.8076 0.1733 1.1090
H -4.9447 0.2114 -0.6560
H -4.0228 2.8341 -2.1216
H -4.0380 4.2750 -3.1411
H -3.9208 6.4430 -2.2542
H -3.9235 7.9432 -0.3017
H -3.5109 7.0284 1.9644
H -3.0930 4.6049 2.2430
H -3.0732 3.1136 0.2741
H -4.9954 -1.7591 1.1418
H -4.8751 -3.7663 2.5063
H -2.6592 -4.7896 3.0017
H -0.6012 -3.7821 2.0416
F 7.7443 -1.9758 4.2162
C 7.9345 -1.9248 2.8743
F 8.8769 -0.9754 2.6671
F 8.4828 -3.1052 2.5196
C 6.6665 -1.6324 2.1331
C 6.1289 -0.3501 2.1862
C 4.9455 -0.0679 1.5352
C 4.2686 -1.0599 0.8129
C 4.8235 -2.3425 0.7701
C 6.0103 -2.6278 1.4249
C 3.0477 -0.7782 0.1247
C 2.0112 -0.5512 -0.4795
H 6.6402 0.4312 2.7343
H 4.5238 0.9274 1.5697
H 4.3129 -3.1136 0.2096
H 6.4242 -3.6256 1.3748
C 2.7392 -2.1019 -3.3941
N 1.3009 -2.0598 -3.5328
C 0.4951 -2.4186 -2.4044
N 1.0085 -3.6074 -1.7560
S -1.2165 -2.2292 -2.6018
H 3.1868 -1.7899 -4.3390
H 3.0708 -3.1230 -3.2014
H 3.1239 -1.4553 -2.5932
H 0.9632 -1.2042 -3.9491
H 1.7990 -3.3333 -1.1782
H 0.2863 -3.9339 -1.1242
*
```


ORCA calculation (the ωB97M-V functional and the def2-TZVPD basis) on C27H24FN3O3 in the gas phase.

Summary:
Calculated total energy, Eh: -1533.17236
HOMO level, eV: -8.598
HOMO-LUMO gap, eV: 9.0712
SMILES: Cc1ccc(C(=O)N2N[C@@H](c3ccc(F)cc3)[C@@H]3C(=O)N(c4ccc(C)c(C)c4)C(=O)[C@@H]32)cc1
Lowest unoccupied orbital energy, eV: 0.47
Max |F|, eV/A: 0.72

Structure (ORCA input):
```
! RIJCOSX wB97M-V def2-TZVPD def2/J DEFGRID3
* xyz 0 1
C 2.5780 2.8697 5.6655
C 2.1812 1.9702 4.5375
C 0.8389 1.7962 4.2131
C 0.4623 0.9504 3.1900
C 1.4287 0.2704 2.4529
C 0.9781 -0.6301 1.3677
O -0.0068 -1.3460 1.4601
N 1.7613 -0.6837 0.2528
N 2.5258 0.3887 -0.2585
C 1.7381 0.9712 -1.3563
C 2.6255 1.5444 -2.4284
C 3.9304 1.0983 -2.5897
C 4.7246 1.6072 -3.6011
C 4.1910 2.5589 -4.4509
F 4.9607 3.0587 -5.4397
C 2.8910 3.0124 -4.3172
C 2.1110 2.4988 -3.2978
C 0.9160 -0.2369 -1.8645
C -0.5875 -0.0603 -1.6540
O -1.2308 0.9017 -1.9870
N -1.0651 -1.1947 -1.0496
C -2.4377 -1.4019 -0.7442
C -3.1748 -0.3875 -0.1545
C -4.5069 -0.6089 0.1398
C -5.1169 -1.8253 -0.1314
C -6.5608 -2.0387 0.2049
C -4.3646 -2.8469 -0.7193
C -4.9864 -4.1751 -1.0229
C -3.0315 -2.6224 -1.0270
C -0.0660 -2.1125 -0.6935
O -0.2170 -3.2824 -0.4940
C 1.2654 -1.3870 -0.9217
C 2.7735 0.4254 2.7801
C 3.1381 1.2673 3.8145
H 2.4578 2.3460 6.6143
H 3.6177 3.1742 5.5760
H 1.9485 3.7564 5.6930
H 0.0835 2.3262 4.7746
H -0.5789 0.8047 2.9445
H 2.7306 1.0611 0.4757
H 1.0429 1.7511 -1.0070
H 4.3187 0.3552 -1.9119
H 5.7415 1.2755 -3.7383
H 2.5071 3.7527 -5.0006
H 1.0912 2.8331 -3.1790
H 1.1122 -0.4490 -2.9162
H -2.7155 0.5622 0.0666
H -5.0835 0.1823 0.5972
H -7.1302 -2.2890 -0.6897
H -6.6722 -2.8632 0.9084
H -6.9896 -1.1443 0.6492
H -5.8195 -4.0603 -1.7159
H -4.2566 -4.8484 -1.4637
H -5.3734 -4.6321 -0.1129
H -2.4447 -3.4076 -1.4761
H 2.0349 -2.0745 -1.2810
H 3.5278 -0.1379 2.2498
H 4.1829 1.3764 4.0670
*
```


ORCA calculation (the ωB97M-V functional and the def2-TZVPD basis) on a molecular structure, C27H25AsIrN5S2Se.

Summary:
Energy relative to the best compared isomer or geometry (same formula, charge and spin), kcal per mole: 0.00
Calculated total energy, Eh: -6854.53755
HOMO level (spin up / spin down), eV: -16.287 / -16.929
HOMO-LUMO gap (spin up / spin down), eV: 6.8784 / 5.2910
Lowest unoccupied orbital energy (spin up / spin down), eV: -9.41 / -11.64
Max |F|, eV/A: 0.35

Structure (ORCA input):
```
! RIJCOSX wB97M-V def2-TZVPD def2/J DEFGRID3
* xyz 3 6
Ir 0.6297 0.1594 -0.0342
S -0.2246 2.4226 -0.7006
C -1.8095 2.5595 -0.0766
C -2.3994 3.8478 -0.1157
C -3.6627 4.0510 0.3966
C -4.3683 2.9856 0.9490
C -3.8081 1.6957 0.9775
C -2.5527 1.4750 0.4677
As -1.7869 -0.2952 0.4509
C -2.6760 -1.4102 1.7210
C -2.2515 -1.4180 3.0470
C -2.9334 -2.1950 3.9683
C -4.0236 -2.9564 3.5640
C -4.4384 -2.9485 2.2374
C -3.7641 -2.1749 1.3063
C -1.9636 -1.0001 -1.3243
C -2.3376 -0.1969 -2.4067
C -2.4113 -0.7565 -3.6688
C -2.1026 -2.1024 -3.8533
C -1.7254 -2.9012 -2.7753
C -1.6455 -2.3529 -1.5095
H -1.8383 4.6691 -0.5432
H -4.1025 5.0385 0.3695
H -5.3596 3.1428 1.3534
H -4.3783 0.8761 1.3992
H -1.3921 -0.8364 3.3612
H -2.6141 -2.2142 5.0013
H -4.5513 -3.5634 4.2872
H -5.2855 -3.5451 1.9280
H -4.0840 -2.1706 0.2708
H -2.5938 0.8457 -2.2617
H -2.7216 -0.1525 -4.5107
H -2.1681 -2.5353 -4.8427
H -1.5066 -3.9495 -2.9260
H -1.3641 -2.9700 -0.6629
S 1.3210 -0.7682 -1.9805
C 3.0264 -0.3424 -2.2546
N 3.3832 0.9153 -2.3933
C 4.7447 1.3126 -2.7953
C 5.3726 0.1910 -3.6063
C 5.2764 -1.1168 -2.8394
N 3.8811 -1.3262 -2.4123
H 2.6666 1.6216 -2.3318
H 5.3284 1.5324 -1.8995
H 4.6638 2.2254 -3.3810
H 6.4171 0.4219 -3.8054
H 4.8668 0.0991 -4.5687
H 5.9209 -1.1074 -1.9585
H 5.5650 -1.9642 -3.4571
H 3.5364 -2.2714 -2.3258
Se 5.1503 -0.2441 1.6498
N 4.7822 0.4241 3.2215
C 3.5020 0.7502 3.2224
C 2.7901 1.3340 4.3034
C 1.4640 1.6048 4.1173
C 0.8401 1.2972 2.8918
N 1.4592 0.7471 1.8616
C 2.8010 0.4742 1.9948
N 3.4994 -0.0526 1.0131
H 3.3054 1.5487 5.2310
H 0.8653 2.0532 4.8970
H -0.2141 1.5169 2.7612
*
```


ORCA calculation (the ωB97M-V functional and the def2-TZVPD basis) on a molecular structure, C27H25AuIN2O9 in a non-equilibrium geometry.

Summary:
Energy relative to the best compared isomer or geometry (same formula, charge and spin), kcal per mole: 30.78
Calculated total energy, Eh: -2263.80019
HOMO level (spin up / spin down), eV: -5.109 / -5.836
HOMO-LUMO gap (spin up / spin down), eV: 6.7426 / 4.3289
Lowest unoccupied orbital energy (spin up / spin down), eV: 1.63 / -1.51
Max |F|, eV/A: 2.73

Structure (ORCA input):
```
! RIJCOSX wB97M-V def2-TZVPD def2/J DEFGRID3
* xyz -1 3
Au -0.0386 -0.1242 0.0103
O 3.7927 1.6604 -0.7163
C 2.7646 1.0503 -0.9804
O 2.0812 0.3763 -0.1629
C 2.3275 1.0894 -2.4435
C 3.2864 0.9246 -3.4429
C 2.9221 0.9628 -4.7737
C 1.5850 1.1770 -5.1146
C 0.6268 1.3693 -4.1191
C 1.0029 1.3231 -2.7931
N 1.1826 1.1934 -6.4820
O -0.0172 1.2465 -6.7349
O 2.0547 1.1491 -7.3456
H 4.3151 0.7581 -3.1610
H 3.6475 0.8224 -5.5631
H -0.3991 1.5517 -4.4013
H 0.2642 1.4670 -2.0192
N -2.6495 -2.5293 -0.1598
C -2.9707 -1.2965 -0.0375
O -2.2032 -0.2981 -0.0102
C -4.4536 -0.8979 0.0273
I -4.9313 -0.1373 1.9732
H -0.7504 -2.5595 -0.1416
H -3.3985 -3.2084 -0.1250
H -5.1247 -1.7330 -0.1609
H -4.6268 -0.0840 -0.6712
O -2.1164 2.8542 -0.3438
C -0.9609 2.9456 0.0250
O -0.1303 2.0746 0.3785
C -0.3499 4.3631 0.0561
C 1.0271 4.5164 0.0365
C 1.6063 5.7820 -0.0033
C 0.7570 6.8620 -0.0090
O 1.0607 8.2033 -0.0438
C -0.1757 8.8790 -0.0149
O -1.2268 7.9422 0.0075
C -0.6288 6.7013 0.0219
C -1.2143 5.4599 0.0505
H 1.6560 3.6400 0.0505
H 2.6746 5.9127 -0.0332
H -0.2675 9.5174 -0.9100
H -0.2280 9.5119 0.8887
H -2.2831 5.3240 0.0599
C 0.9028 -2.3724 -2.2849
C 1.2762 -2.8301 -0.8706
C 1.1799 -4.3745 -0.7995
C 0.2747 -2.2557 0.1030
C 2.7170 -2.4607 -0.5500
C 3.1017 -1.9857 0.6968
C 4.4140 -1.6289 0.9457
C 5.3750 -1.7537 -0.0391
C 5.0144 -2.2617 -1.2721
C 3.7017 -2.6163 -1.5190
H -0.1531 -2.5625 -2.4580
H 1.4737 -2.8932 -3.0493
H 1.0846 -1.3050 -2.3814
H 0.1617 -4.6929 -1.0117
H 1.4571 -4.7296 0.1915
H 1.8520 -4.8280 -1.5274
H 0.4887 -2.5433 1.1265
H 2.3726 -1.8506 1.4777
H 4.6769 -1.2303 1.9139
H 6.3948 -1.4574 0.1535
H 5.7555 -2.3780 -2.0497
H 3.4550 -3.0254 -2.4865
*
```


ORCA calculation (the ωB97M-V functional and the def2-TZVPD basis) on a molecular structure, C27H25B2Cl5F4N10O5S2SeSrTe in a non-equilibrium geometry.

Summary:
Energy relative to the best compared isomer or geometry (same formula, charge and spin), kcal per mole: 38.83
Calculated total energy, Eh: -8214.54508
HOMO level, eV: -7.738
HOMO-LUMO gap, eV: 6.9801
Lowest unoccupied orbital energy, eV: -0.76
Max |F|, eV/A: 1.74

Structure (ORCA input):
```
! RIJCOSX wB97M-V def2-TZVPD def2/J DEFGRID3
* xyz 0 1
Sr 0.1499 0.1559 0.0350
C -0.0775 2.1049 4.3141
C 0.0964 1.1803 3.1470
N -0.6853 1.1241 2.1336
O -1.7913 1.9073 2.1012
B -3.0357 1.0986 1.8035
F -4.0953 1.9385 1.9546
F -3.0786 0.0583 2.7289
O -3.0986 0.5140 0.4399
N -2.1382 -0.4545 0.2688
C -2.5081 -1.6787 0.2751
C -3.9227 -2.1416 0.3510
C -1.4153 -2.6668 0.2411
N -0.3229 -2.2392 0.7393
O 0.7513 -3.1267 0.8119
B 1.8971 -2.7174 1.4042
F 2.6461 -1.8726 -0.9910
F 2.8700 -3.6179 1.4174
O 2.2071 -1.5741 2.0832
N 1.2859 -0.5228 2.0906
C 1.1818 0.1859 3.1474
C 2.0017 0.0132 4.3836
C -1.6608 -4.0335 -0.2955
H -0.9747 2.6962 4.1499
H 0.7784 2.7712 4.4105
H -0.1845 1.5614 5.2500
H -4.5272 -1.3402 0.7689
H -4.0170 -3.0335 0.9625
H -4.2839 -2.3580 -0.6532
H 2.8158 -0.6815 4.1898
H 1.3796 -0.3826 5.1857
H 2.3943 0.9742 4.7108
H -2.1389 -3.9591 -1.2696
H -2.3137 -4.6053 0.3613
H -0.7162 -4.5607 -0.3935
Cl 2.3969 -0.8332 -7.1141
C 1.6251 -0.9082 -5.5823
C 2.1034 -0.1571 -4.5138
Cl 3.5094 0.7960 -4.6908
C 1.4300 -0.1521 -3.3065
Cl 1.9347 0.8831 -2.0467
C 0.2801 -0.9353 -3.0649
O -0.3406 -0.9383 -1.9518
C -0.1836 -1.6693 -4.1870
Cl -1.6552 -2.5209 -3.9657
C 0.4633 -1.6617 -5.4080
Cl -0.1627 -2.5556 -6.7260
Se -2.3446 0.3910 -3.0268
N -3.7590 1.1618 -2.3979
C -3.3772 2.2231 -1.6871
C -4.1758 3.0404 -0.8751
C -3.5377 4.0138 -0.1475
C -2.1469 4.1693 -0.2415
N -1.3639 3.4391 -1.0045
C -1.9573 2.4642 -1.7104
N -1.2531 1.6019 -2.4375
H -5.2336 2.8567 -0.7930
H -4.0872 4.6258 0.5483
H -1.6461 4.9398 0.3290
Te 3.9274 -0.4531 -0.3787
C 5.2714 -1.8934 0.3559
C 6.0717 -1.7841 1.4563
C 6.9847 -2.8515 1.5823
C 6.8663 -3.7542 0.5753
S 5.6624 -3.2986 -0.5629
H 5.9982 -0.9658 2.1511
H 7.6885 -2.9447 2.3896
H 7.4302 -4.6530 0.4229
C 6.3141 2.7013 2.0112
C 5.0033 2.5812 2.7943
C 3.8227 2.7488 1.9095
N 2.9797 1.8271 1.6326
N 2.0089 2.1768 0.7753
C 2.0959 3.4091 0.3596
N 1.2955 3.9841 -0.5250
S 3.4758 4.2616 1.0723
H 7.1671 2.5567 2.6715
H 6.3996 3.6882 1.5571
H 6.3534 1.9523 1.2227
H 4.9846 3.3474 3.5717
H 4.9273 1.6006 3.2676
H 0.3643 3.5903 -0.7651
H 1.4617 4.9445 -0.7640
*
```


ORCA calculation (the ωB97M-V functional and the def2-TZVPD basis) on a molecular structure, C27H25BClF4IrN4O7P.

Summary:
Energy relative to the best compared isomer or geometry (same formula, charge and spin), kcal per mole: 0.00
Calculated total energy, Eh: -3119.57451
HOMO level (spin up / spin down), eV: -14.738 / -14.738
HOMO-LUMO gap (spin up / spin down), eV: 7.6918 / 5.2196
Lowest unoccupied orbital energy (spin up / spin down), eV: -7.05 / -9.52
Max |F|, eV/A: 0.59

Structure (ORCA input):
```
! RIJCOSX wB97M-V def2-TZVPD def2/J DEFGRID3
* xyz 2 2
Ir 0.0176 0.0051 0.5725
O 1.8881 -3.6418 4.4506
C 1.0839 -4.2237 3.7365
O 0.8898 -5.5201 3.8796
C 0.3219 -3.5160 2.7083
C -0.6390 -3.9831 1.8141
Cl -1.3114 -5.5069 1.6294
N -1.0319 -2.9422 1.0481
N -0.3820 -1.8251 1.4156
C 0.4399 -2.1564 2.3990
C 1.3140 -1.0624 2.8799
O 2.1123 -1.2459 3.8518
O 1.2289 0.0344 2.2897
C -2.0204 -2.9446 -0.0001
C -3.2211 -2.2906 0.2227
C -4.1771 -2.3081 -0.7820
C -3.9234 -2.9888 -1.9671
C -2.7168 -3.6490 -2.1607
C -1.7436 -3.6265 -1.1728
H 2.0782 -2.2306 4.1857
H -3.4097 -1.8032 1.1715
H -5.1305 -1.8197 -0.6299
H -4.6828 -3.0213 -2.7371
H -2.5332 -4.1894 -3.0793
H -0.7916 -4.1231 -1.3047
O -3.3178 2.5051 7.3246
C -2.1169 2.2453 6.7868
O -1.1250 2.2181 7.4502
C -2.0641 1.9625 5.3057
C -0.8944 2.3187 4.6379
C -0.7354 2.0145 3.3002
C -1.7540 1.3389 2.6395
C -2.9244 0.9748 3.2879
C -3.0774 1.2970 4.6301
N -1.5761 0.9980 1.2550
C -2.4587 1.3131 0.3816
C -2.2415 0.8272 -0.9723
C -3.0644 1.0952 -2.0435
C -2.7463 0.5417 -3.2797
C -1.6287 -0.2635 -3.3842
C -0.8359 -0.4926 -2.2655
N -1.1389 0.0468 -1.0868
H -3.9951 2.6557 6.6541
H -0.1140 2.8235 5.1913
H 0.1623 2.2933 2.7676
H -3.6953 0.4237 2.7633
H -3.9755 0.9851 5.1488
H -3.3338 1.8942 0.6531
H -3.9331 1.7262 -1.9127
H -3.3660 0.7399 -4.1436
H -1.3509 -0.7188 -4.3243
H 0.0457 -1.1187 -2.3024
F 1.7008 -0.9599 -0.0986
B 2.1766 -2.2024 -0.9193
F 3.0234 -1.6684 -1.8343
F 0.9952 -2.6909 -1.4523
F 2.7134 -3.0090 0.0336
C 2.0566 4.0828 -0.3137
P 2.1354 2.3016 -0.3712
C 3.3342 1.7515 0.8311
C 2.6998 1.7917 -1.9854
O 0.6950 1.7903 -0.1066
H 3.0382 4.5029 -0.5358
H 1.7451 4.4078 0.6788
H 1.3390 4.4437 -1.0499
H 4.2844 2.2449 0.6186
H 3.4740 0.6729 0.7607
H 3.0108 2.0182 1.8362
H 3.6781 2.2296 -2.1903
H 1.9932 2.1258 -2.7449
H 2.7966 0.7041 -2.0120
*
```